(1)
Here is one molecule with the formula C7H7N5 from the Open Molecules 2025 dataset. Energies are from ωB97M-V with the def2-TZVPD basis set.

Geometry as XYZ:
```
19
Properties=species:S:1:pos:R:3:mulliken_charge:R:1
C 2.3498 0.6280 -1.0208 0.405
C 0.6262 1.8071 -4.0311 0.090
C 1.7176 0.8224 -2.1327 -0.508
C 0.6888 1.5236 -2.5852 0.829
C 0.2395 1.0099 0.1881 0.293
C -1.2746 -0.7492 -0.8109 -1.263
C -0.1427 -0.4927 0.2039 -0.271
N 3.1336 0.5222 -0.1524 -0.575
N 0.6884 1.5961 -5.1525 -0.424
N -0.2794 2.1412 -1.7815 -0.501
N -0.2932 1.8665 -0.5832 -0.091
N 0.8420 1.4189 1.3270 -0.378
H -0.8621 -0.8996 -1.7996 0.260
H -1.8604 0.2297 -0.7509 0.331
H -1.8075 -1.6071 -0.5277 0.464
H 0.7729 -1.0143 -0.1797 0.312
H -0.5642 -0.7614 1.2065 0.448
H 1.3149 2.3266 1.3685 0.296
H 1.1545 0.6047 1.9741 0.283
```

## Properties
Orbital gap (spin up / spin down) in Eh: 0.2422 / 0.2421
E_LUMO (spin up / spin down) in eV: -1.9 / -1.9
Energy above the lowest of the compared OMol25 structures with the same formula, charge and spin in kcal per mole: 123.1
Max |F| in eV/Å: 4.785

---

(2)
Here is C20H35CuN4O9 as an isolated structure from the Open Molecules 2025 dataset. Energies are from ωB97M-V with the def2-TZVPD basis set.

Geometry as XYZ:
```
69
Properties=species:S:1:pos:R:3:mulliken_charge:R:1
Cu -0.1373 0.1168 0.9399 0.765
C -6.1517 0.6604 4.0154 -0.918
C -4.8266 -0.0168 4.1786 -0.304
O -4.0538 -0.1121 3.0155 -0.742
H -6.1272 1.7426 3.8874 0.239
H -6.9001 0.4612 4.7825 0.321
H -6.5528 0.2709 3.0797 0.260
H -4.9938 -0.9862 4.6481 0.201
H -4.3744 0.5124 5.0174 0.199
C 7.2052 3.2098 -2.4839 -0.497
C 8.3131 2.2853 -2.1856 0.400
C 7.8686 0.6912 -1.8087 0.562
O 8.7596 -0.1674 -1.8105 -0.579
C 6.4335 0.4987 -1.6152 -0.485
C 5.5313 1.5091 -1.7487 0.503
C 5.8863 2.8979 -2.3484 0.311
O 4.9426 3.7877 -2.6020 -0.745
O 4.3886 1.1621 -1.1971 -0.587
O 9.5307 2.5908 -2.2791 -0.665
H 7.2715 4.2196 -2.8613 0.385
H 6.0952 -0.4270 -1.1735 0.394
C 1.0088 4.1488 4.6279 0.091
O 0.9296 3.0737 3.9916 -0.609
N 1.7006 5.2257 4.1888 0.104
C 1.4387 6.6223 4.7576 -0.805
C 2.5974 5.1313 2.9942 -0.888
H 0.4913 4.2739 5.5916 0.295
H 2.3556 7.2018 4.6489 0.255
H 1.0991 6.6603 5.7927 0.294
H 0.6659 7.0807 4.1405 0.338
H 2.0541 5.2824 2.0614 0.328
H 3.2463 6.0027 2.9076 0.285
H 3.2327 4.2467 2.9481 0.311
C 1.5500 -4.9059 3.4607 0.195
O 1.0409 -3.9697 2.8083 -0.628
N 1.2128 -6.1688 3.1802 0.096
C 1.9218 -7.3138 3.6977 -0.843
C 0.1560 -6.5371 2.2284 -0.908
H 2.2068 -4.7468 4.3299 0.279
H 1.2894 -8.0121 4.2460 0.270
H 2.7036 -6.9288 4.3523 0.288
H 2.2720 -7.8070 2.7909 0.306
H -0.3635 -5.6712 1.8179 0.301
H 0.4291 -7.2740 1.4731 0.294
H -0.5589 -7.0942 2.8339 0.344
C -2.2917 3.5727 -2.7955 0.246
O -2.0700 3.0104 -1.7044 -0.649
N -3.3404 3.1780 -3.5243 0.096
C -3.6770 3.8404 -4.7569 -0.894
C -4.2142 2.0338 -3.2106 -0.905
H -1.8072 4.4497 -3.2520 0.235
H -3.3470 3.2176 -5.5883 0.361
H -3.1732 4.7946 -4.9111 0.280
H -4.7409 3.9719 -4.9544 0.285
H -4.0526 1.6141 -2.2177 0.313
H -5.2081 2.4810 -3.2267 0.332
H -4.1433 1.2588 -3.9738 0.296
C -1.4540 -3.2453 -3.7091 0.157
O -1.3941 -2.8581 -2.5524 -0.591
N -2.4508 -4.0791 -4.2124 0.111
C -2.3563 -4.7512 -5.5310 -0.853
C -3.5795 -4.4711 -3.3835 -0.931
H -0.7352 -2.9941 -4.5043 0.291
H -3.0896 -4.4683 -6.2862 0.310
H -2.5405 -5.8179 -5.4030 0.289
H -1.4194 -4.5611 -6.0546 0.293
H -3.4564 -4.0340 -2.3925 0.297
H -4.4573 -4.0319 -3.8575 0.328
H -3.7898 -5.5386 -3.3191 0.293
```

## Properties
Orbital gap (spin up / spin down) in Eh: 0.1196 / 0.1197
E_LUMO (spin up / spin down) in eV: -0.5 / -0.5
Net charge: -1
2S+1: 2
Energy above the lowest of the compared OMol25 structures with the same formula, charge and spin in kcal per mole: 180.3
Max |F| in eV/Å: 4.910

---

(3)
Here is C3H6N2O2 as an isolated structure from the Open Molecules 2025 dataset. Energies are from ωB97M-V with the def2-TZVPD basis set.

Geometry as XYZ:
```
13
Properties=species:S:1:pos:R:3:mulliken_charge:R:1
C -0.1821 -1.1843 -0.5398 -0.372
C 0.5116 0.1987 -0.6847 -0.278
C -0.4352 -0.4632 0.7860 -0.280
O 1.8007 1.0956 1.0494 -0.399
O -2.0179 0.7418 -0.5651 -0.444
N 1.3759 -0.1543 0.5012 -0.299
N -0.7223 0.8260 0.1064 -0.158
H 2.6585 0.8633 1.4387 0.369
H -2.3365 1.6538 -0.4648 0.369
H 0.9130 0.6777 -1.5733 0.508
H -0.9638 -0.8169 1.6655 0.431
H 0.4565 -2.0732 -0.5509 0.278
H -1.0584 -1.3650 -1.1688 0.275
```

## Properties
Orbital gap in Eh: 0.3839
E_LUMO in eV: 1.0
Energy above the lowest of the compared OMol25 structures with the same formula, charge and spin in kcal per mole: 188.9
Max |F| in eV/Å: 4.498

---

(4)
Here is an isolated ion of composition C3H7N2O and charge +1 from the Open Molecules 2025 dataset. Energies are from ωB97M-V with the def2-TZVPD basis set.

Geometry as XYZ:
```
13
Properties=species:S:1:pos:R:3:mulliken_charge:R:1
C 1.1364 -0.9192 0.0060 -0.434
C -0.0822 1.1326 -0.0657 -0.384
C -0.9878 -0.0190 -0.1378 0.481
N 1.2472 0.5121 -0.1200 -0.320
N -0.2810 -1.1408 -0.1109 -0.052
O -2.2929 -0.0367 -0.1203 -0.430
H 1.5411 -1.1649 0.9650 0.324
H -0.0982 1.8759 -0.8696 0.299
H -0.4388 1.6889 0.8105 0.304
H 1.6350 -1.5054 -0.7730 0.289
H 2.0463 0.8942 0.4634 0.296
H -0.6618 -2.0941 -0.1327 0.251
H -2.7632 0.7764 0.0849 0.377
```

## Properties
Orbital gap in Eh: 0.3545
E_LUMO in eV: -4.2
Net charge: +1
Energy above the lowest of the compared OMol25 structures with the same formula, charge and spin in kcal per mole: 29.5
Max |F| in eV/Å: 2.147

---

(5)
Here is one molecule with the formula C4H6N2O from the Open Molecules 2025 dataset. Energies are from ωB97M-V with the def2-TZVPD basis set.

Geometry as XYZ:
```
13
Properties=species:S:1:pos:R:3:mulliken_charge:R:1
C 1.3305 1.6446 -0.8258 -0.254
C -0.1946 1.3117 -0.6213 0.705
C 1.9365 -0.5199 -0.6191 -0.015
C -1.6740 -0.3176 -0.1700 -0.868
N 2.1554 0.7563 -0.7346 -0.279
N -0.3297 0.0630 -0.3980 -0.312
O -1.0207 2.2322 -0.7087 -0.712
H 1.5012 2.7066 -0.8419 0.395
H 1.8225 -1.1139 -1.4246 0.293
H 2.4564 -0.8332 0.3778 0.239
H -2.0973 -0.9271 -0.9950 0.243
H -1.7165 -1.0156 0.7341 0.225
H -2.1679 0.6479 -0.0406 0.341
```

## Properties
Orbital gap in Eh: 0.2896
E_LUMO in eV: -0.8
Energy above the lowest of the compared OMol25 structures with the same formula, charge and spin in kcal per mole: 97.1
Max |F| in eV/Å: 5.518

---

(6)
Here is C24H60O16P4Tl as an isolated structure from the Open Molecules 2025 dataset. Energies are from ωB97M-V with the def2-TZVPD basis set.

Geometry as XYZ:
```
105
Properties=species:S:1:pos:R:3:mulliken_charge:R:1
Tl -0.1152 0.2499 0.0104 1.001
C -8.9641 2.4741 -3.7006 -0.894
C -7.7857 1.5768 -3.2115 -0.258
O -8.0566 0.9309 -2.0012 -0.365
P -7.3592 1.5401 -0.6440 0.875
O -5.8611 1.4861 -0.5730 -0.596
O -8.1282 0.7378 0.5296 -0.277
C -7.8029 0.8689 1.8607 -0.226
C -8.8164 1.6816 2.4704 -0.930
O -8.0462 3.0241 -0.5890 -0.161
C -7.3051 4.1257 -0.0619 -0.208
C -6.5737 4.7034 -1.2878 -1.166
H -8.9278 3.2877 -2.9762 0.192
H -8.7343 2.9071 -4.6742 0.349
H -9.9081 1.9306 -3.7384 0.313
H -7.5148 0.7351 -3.8489 0.406
H -6.8271 2.0765 -3.0721 0.252
H -7.7785 -0.1709 2.1866 0.361
H -6.8092 1.2583 2.0824 0.303
H -9.8026 1.2900 2.2209 0.306
H -8.6739 1.7417 3.5494 0.380
H -8.7095 2.6963 2.0870 0.176
H -7.8869 4.9035 0.4327 0.441
H -6.5252 3.7775 0.6154 0.314
H -7.2569 5.1889 -1.9847 0.332
H -5.8685 5.4237 -0.8731 0.399
H -5.9690 3.9868 -1.8437 0.255
C 6.0333 -7.5458 1.0677 -0.977
C 4.9170 -6.6546 0.5217 -0.262
O 3.6742 -7.1929 0.7744 -0.248
P 2.8385 -6.7183 2.0687 0.685
O 2.3368 -5.3345 1.9950 -0.652
O 1.7050 -7.8998 2.2244 -0.316
C 2.0117 -9.2625 2.4046 -0.119
C 1.6468 -9.7146 3.8387 -1.058
O 3.8707 -6.9316 3.3329 0.040
C 3.4740 -6.4996 4.6008 -0.255
C 4.5888 -7.0473 5.5750 -1.267
H 6.0171 -7.5934 2.1566 0.210
H 5.9491 -8.5582 0.6727 0.299
H 7.0091 -7.1180 0.8376 0.385
H 5.0986 -5.6536 0.9130 0.287
H 5.0090 -6.5775 -0.5617 0.380
H 1.4773 -9.8904 1.6916 0.396
H 3.0286 -9.5613 2.1503 0.226
H 2.2164 -9.2504 4.6439 0.210
H 0.6164 -9.5248 4.1391 0.305
H 1.9588 -10.7472 3.9952 0.385
H 3.4491 -5.4132 4.6849 0.314
H 2.5018 -6.8796 4.9147 0.372
H 4.7289 -8.1212 5.4514 0.326
H 5.5910 -6.6290 5.4826 0.347
H 4.2066 -6.9296 6.5890 0.400
C 7.5206 -0.4582 5.9752 -1.017
C 6.7059 -0.3099 4.6623 -0.149
O 6.3289 1.0828 4.5762 -0.321
P 4.9167 1.5850 5.1883 0.801
O 3.8322 1.7017 4.2064 -0.636
O 4.6911 0.4714 6.3499 -0.189
C 3.6486 0.6431 7.3105 -0.278
C 4.1979 1.5559 8.4533 -0.925
O 5.2766 2.9157 6.0059 -0.092
C 5.3481 4.1301 5.2283 -0.336
C 5.2459 5.2785 6.2138 -1.136
H 8.1429 -1.3531 5.9638 0.399
H 8.2398 0.3574 6.0497 0.306
H 6.9292 -0.5059 6.8896 0.237
H 7.2527 -0.6370 3.7780 0.397
H 5.8773 -1.0176 4.6869 0.252
H 2.8357 1.1571 6.7976 0.287
H 3.3218 -0.3406 7.6475 0.318
H 4.3692 2.5940 8.1686 0.188
H 3.4614 1.6480 9.2516 0.402
H 5.1748 1.2174 8.7985 0.285
H 6.3270 4.2841 4.7744 0.289
H 4.7637 4.2917 4.3224 0.426
H 4.3245 5.1736 6.7865 0.295
H 6.0793 5.1829 6.9099 0.284
H 5.1283 6.2704 5.7776 0.399
C -0.3320 1.0469 -9.9528 -1.241
C -0.4302 1.3099 -8.5116 -0.073
O -0.6707 2.6493 -8.2429 -0.108
P -1.6673 3.1047 -7.0791 0.748
O -1.5610 2.3528 -5.8010 -0.655
O -3.1417 2.9654 -7.7582 -0.266
C -3.5297 3.8104 -8.8579 -0.170
C -3.5537 3.0912 -10.2506 -0.957
O -1.4175 4.6904 -7.0248 -0.206
C -0.1140 5.1815 -6.6047 -0.251
C 0.4842 6.1453 -7.6700 -1.096
H 0.1447 0.0931 -10.1790 0.395
H -1.3277 1.0362 -10.3961 0.273
H 0.2314 1.7933 -10.5128 0.329
H -1.2245 0.6807 -8.1100 0.319
H 0.4829 0.9999 -8.0033 0.318
H -4.5430 4.1145 -8.5957 0.376
H -3.1466 4.8308 -8.8497 0.289
H -2.5780 2.7874 -10.6298 0.147
H -4.1372 2.1889 -10.0679 0.312
H -4.0541 3.7231 -10.9844 0.391
H -0.1655 5.7739 -5.6912 0.347
H 0.5466 4.3600 -6.3275 0.343
H 0.8052 5.6757 -8.5998 0.283
H -0.3420 6.8129 -7.9148 0.290
H 1.3532 6.6804 -7.2871 0.388
```

## Properties
Orbital gap in Eh: 0.0365
E_LUMO in eV: -14.3
Net charge: +3
Energy above the lowest of the compared OMol25 structures with the same formula, charge and spin in kcal per mole: 0.0
Max |F| in eV/Å: 4.296